No. 1
{"formula": "C5H8NO", "method": "the ωB97M-V functional and the def2-TZVPD basis", "homo_ev": -14.06, "charge": 1, "multiplicity": 1, "smiles": "C[NH2+]C(C)=C=C=O", "species": ["C", "N", "C", "C", "C", "C", "O", "H", "H", "H", "H", "H", "H", "H", "H"], "xyz": [[0.13, -1.24, -1.36], [-0.83, -0.51, -0.45], [-0.01, 0.40, 0.45], [1.04, -0.32, 1.32], [-0.34, 1.69, 0.44], [-0.85, 2.80, 0.25], [-1.25, 3.99, 0.01], [0.48, -2.20, -0.99], [-0.51, -1.55, -2.11], [1.00, -0.62, -1.60], [-1.24, -1.21, 0.14], [-1.34, 0.17, -1.00], [2.11, -0.06, 1.21], [0.84, 0.01, 2.35], [0.79, -1.35, 1.34]]}



No. 2
{"formula": "C5H8NO", "method": "the ωB97M-V functional and the def2-TZVPD basis", "homo_ev": -12.51, "charge": 1, "multiplicity": 1, "species": ["C", "C", "C", "C", "C", "N", "O", "H", "H", "H", "H", "H", "H", "H", "H"], "xyz": [[0.77, -2.80, 0.89], [1.05, -1.54, 0.39], [0.28, 0.67, -0.29], [-0.96, 1.56, -0.21], [-0.01, -0.64, 0.21], [-0.75, 2.83, -0.96], [-1.36, 3.79, -0.72], [1.50, -3.52, 0.73], [-0.16, -2.91, 1.36], [1.89, -1.16, -0.14], [0.49, 0.69, -1.41], [1.26, 1.15, -0.08], [-1.68, 0.94, -0.90], [-1.32, 1.73, 0.73], [-1.01, -0.80, 0.40]]}



No. 3
{"formula": "C5H8NO", "method": "the ωB97M-V functional and the def2-TZVPD basis", "homo_ev": [-14.33, -14.85], "charge": 1, "multiplicity": 1, "species": ["C", "C", "C", "C", "C", "N", "O", "H", "H", "H", "H", "H", "H", "H", "H"], "xyz": [[-1.86, -1.42, 0.11], [-1.99, -0.13, -0.04], [0.72, -1.12, 0.28], [-0.84, 0.79, 0.04], [1.58, 1.10, -0.02], [0.51, 0.12, 0.13], [1.86, -1.73, 0.08], [-2.47, -2.23, 0.06], [-2.97, 0.29, -0.42], [-0.71, 1.45, -0.90], [-1.11, 1.53, 0.86], [1.34, 1.68, -0.93], [2.55, 0.67, -0.08], [1.66, 1.63, 0.92], [1.71, -2.62, -0.09]]}



No. 4
{"formula": "C5H8NO2", "method": "the ωB97M-V functional and the def2-TZVPD basis", "homo_ev": [0.57, -3.07], "charge": -1, "multiplicity": 3, "species": ["C", "C", "C", "C", "C", "N", "O", "O", "H", "H", "H", "H", "H", "H", "H", "H"], "xyz": [[0.30, 0.65, -1.85], [-1.35, 1.50, -1.00], [0.57, -1.03, 0.67], [-0.76, 0.14, -0.91], [0.86, -1.52, 2.07], [-0.44, -0.29, 0.35], [-1.31, 0.23, 1.21], [-0.34, 1.88, -1.94], [1.36, 0.71, -1.24], [0.62, 0.18, -2.79], [-2.34, 1.79, -1.54], [-1.29, 2.17, -0.15], [1.11, -1.53, -0.14], [0.47, -0.81, 2.80], [2.01, -1.54, 2.24], [0.53, -2.54, 2.23]]}



No. 5
{"formula": "C5H8NO2", "method": "the ωB97M-V functional and the def2-TZVPD basis", "homo_ev": -14.51, "charge": 1, "multiplicity": 1, "smiles": "CC1=C[C@H]2[NH2+][C@@H]1OO2", "species": ["C", "C", "C", "C", "N", "C", "O", "O", "H", "H", "H", "H", "H", "H", "H", "H"], "xyz": [[0.27, 1.67, -1.57], [0.27, 0.44, -0.70], [0.80, -0.79, -0.64], [0.21, -1.49, 0.52], [0.00, -0.38, 1.58], [-0.91, 0.34, 0.67], [-1.86, -0.65, 0.42], [-1.10, -1.85, 0.33], [0.43, 2.58, -1.09], [-0.70, 1.70, -2.12], [1.00, 1.52, -2.29], [1.53, -1.27, -1.31], [0.85, -2.23, 1.04], [-0.46, -0.91, 2.30], [0.99, 0.02, 1.92], [-1.33, 1.29, 0.94]]}



No. 6
{"formula": "C5H8NaO5Rh", "method": "the ωB97M-V functional and the def2-TZVPD basis", "homo_ev": [-16.78, -17.35], "charge": 2, "multiplicity": 5, "species": ["C", "O", "O", "Na", "O", "C", "C", "O", "C", "C", "O", "Rh", "H", "H", "H", "H", "H", "H", "H", "H"], "xyz": [[2.50, -0.61, -2.09], [3.68, -0.27, -2.28], [1.51, 0.16, -2.23], [5.67, -1.07, -2.39], [1.40, 0.63, 0.74], [0.89, 0.34, 1.96], [-0.47, -0.22, 1.93], [-1.00, -0.23, 0.79], [-2.39, -0.36, 0.37], [-2.54, 0.77, -0.65], [-1.45, 0.82, -1.50], [0.33, 0.69, -0.87], [0.78, 1.21, 2.66], [1.50, -0.38, 2.57], [-1.06, -0.48, 2.82], [2.30, -1.65, -1.71], [-3.04, -0.29, 1.25], [-2.44, -1.35, -0.10], [-2.67, 1.71, -0.08], [-3.49, 0.59, -1.18]]}



No. 7
{"formula": "C5H8O", "method": "the ωB97M-V functional and the def2-TZVPD basis", "homo_ev": -9.63, "multiplicity": 1, "smiles": "C[C@H]1C[C@H]1C=O", "species": ["C", "C", "C", "C", "C", "O", "H", "H", "H", "H", "H", "H", "H", "H"], "xyz": [[1.32, -0.53, -1.22], [-0.09, -0.05, -0.95], [-0.90, -0.63, 0.20], [-0.51, 0.85, 0.19], [-0.30, 0.94, 1.66], [0.66, 1.12, 2.36], [1.87, -0.74, -0.30], [1.32, -1.44, -1.84], [1.87, 0.24, -1.77], [-0.62, 0.25, -1.86], [-0.23, -1.21, 0.83], [-1.91, -0.66, 0.64], [-1.37, 1.46, -0.08], [-1.36, 0.59, 2.05]]}



No. 8
{"formula": "C5H8O", "method": "the ωB97M-V functional and the def2-TZVPD basis", "homo_ev": [-5.75, -7.50], "multiplicity": 1, "species": ["O", "C", "C", "C", "C", "C", "H", "H", "H", "H", "H", "H", "H", "H"], "xyz": [[-0.07, -1.83, 1.40], [-0.01, -0.64, 0.77], [1.27, 0.16, 0.42], [0.78, 1.19, -0.53], [-0.43, 0.58, -1.27], [-1.03, -0.18, -0.15], [-0.66, -2.43, 0.92], [-0.80, 0.36, 1.05], [1.92, -0.61, -0.03], [1.78, 0.55, 1.30], [0.53, 2.14, -0.05], [-0.14, -0.11, -2.08], [-1.10, 1.33, -1.71], [-2.06, -0.52, -0.03]]}



No. 9
{"formula": "C5H8O", "method": "the ωB97M-V functional and the def2-TZVPD basis", "homo_ev": [-7.85, -7.85], "multiplicity": 1, "species": ["C", "C", "C", "C", "C", "O", "H", "H", "H", "H", "H", "H", "H", "H"], "xyz": [[-2.05, 1.19, -0.30], [-1.43, -0.18, -0.40], [-0.09, -0.43, -0.57], [1.17, -0.24, -0.89], [2.26, -0.55, 0.06], [1.92, -0.99, 1.38], [-2.74, 1.28, -1.14], [-2.63, 1.33, 0.62], [-1.30, 1.98, -0.39], [-0.36, -1.05, 0.39], [-2.10, -1.03, -0.32], [2.96, 0.30, 0.10], [2.83, -1.38, -0.38], [1.56, -0.23, 1.86]]}



No. 10
{"formula": "C5H8O", "method": "the ωB97M-V functional and the def2-TZVPD basis", "homo_ev": -7.91, "multiplicity": 1, "smiles": "C=C/C=C\\OC", "species": ["C", "C", "C", "C", "O", "C", "H", "H", "H", "H", "H", "H", "H", "H"], "xyz": [[1.40, 0.21, -1.04], [1.12, -0.63, -0.02], [0.59, 0.41, 0.87], [-0.58, 1.02, 0.70], [-1.41, 0.63, -0.33], [-1.52, -0.79, -0.17], [0.60, 0.84, -1.41], [2.39, 0.35, -1.42], [1.70, -1.50, 0.29], [1.35, 0.80, 1.55], [-0.90, 1.92, 1.21], [-1.05, -0.89, 0.82], [-1.14, -1.33, -1.05], [-2.56, -1.04, 0.00]]}



No. 11
{"formula": "C5H8O", "method": "the ωB97M-V functional and the def2-TZVPD basis", "homo_ev": -9.64, "multiplicity": 1, "smiles": "O[C@@H]1C=CCC1", "species": ["O", "C", "C", "C", "C", "C", "H", "H", "H", "H", "H", "H", "H", "H"], "xyz": [[1.21, -1.38, 1.03], [0.83, -0.75, -0.19], [1.07, 0.75, -0.18], [-0.08, 1.42, -0.07], [-1.26, 0.49, 0.08], [-0.69, -0.84, -0.45], [1.28, -0.71, 1.71], [1.39, -1.27, -0.98], [2.07, 1.18, -0.16], [-0.16, 2.51, -0.04], [-2.18, 0.81, -0.41], [-1.48, 0.42, 1.16], [-0.88, -0.91, -1.52], [-1.12, -1.72, 0.04]]}



No. 12
{"formula": "C5H8O", "method": "the ωB97M-V functional and the def2-TZVPD basis", "homo_ev": [-7.99, -7.78], "multiplicity": 1, "species": ["C", "C", "C", "C", "O", "C", "H", "H", "H", "H", "H", "H", "H", "H"], "xyz": [[-1.29, 0.83, -0.31], [-1.71, -0.38, 0.39], [0.22, 0.32, -0.33], [1.05, -0.95, -0.69], [1.77, -0.83, 0.56], [1.46, 0.57, 0.58], [-1.82, 1.02, -1.26], [-1.39, 1.69, 0.35], [-2.02, -0.37, 1.44], [-2.28, -1.14, -0.17], [0.45, -1.82, -0.80], [1.82, -0.96, -1.49], [1.34, 1.03, 1.56], [2.33, 1.08, 0.10]]}



No. 13
{"formula": "C5H8O", "method": "the ωB97M-V functional and the def2-TZVPD basis", "homo_ev": -9.93, "multiplicity": 1, "smiles": "O[C@H]1C[C@H]2C[C@H]21", "species": ["O", "C", "C", "C", "C", "C", "H", "H", "H", "H", "H", "H", "H", "H"], "xyz": [[-0.91, 1.90, 0.01], [-0.76, 0.62, 0.58], [-1.08, -0.63, -0.30], [0.36, -1.10, -0.12], [1.34, -0.05, -0.53], [0.65, 0.07, 0.80], [-0.40, 1.92, -0.81], [-1.35, 0.65, 1.50], [-1.43, -0.44, -1.32], [-1.80, -1.29, 0.20], [0.66, -2.13, 0.02], [1.11, 0.64, -1.35], [2.39, -0.33, -0.49], [1.19, 0.04, 1.74]]}



No. 14
{"formula": "C5H8O", "method": "the ωB97M-V functional and the def2-TZVPD basis", "homo_ev": -8.70, "multiplicity": 1, "species": ["C", "C", "C", "C", "O", "C", "H", "H", "H", "H", "H", "H", "H", "H"], "xyz": [[-1.36, 0.20, -0.28], [-0.01, 0.28, -0.96], [1.34, 0.43, -0.24], [1.36, -0.50, 0.96], [0.94, -1.55, 0.22], [0.99, -0.80, -1.03], [-1.33, -0.42, 0.62], [-2.10, -0.22, -0.96], [-1.70, 1.20, 0.02], [-0.02, 0.87, -1.88], [2.03, 1.25, -0.44], [-1.10, 0.39, 3.10], [-0.46, 0.15, 2.77], [1.42, -1.28, -1.90]]}



No. 15
{"formula": "C5H8O", "method": "the ωB97M-V functional and the def2-TZVPD basis", "homo_ev": -8.98, "multiplicity": 1, "smiles": "O=C1CCCC1", "species": ["O", "C", "C", "C", "C", "C", "H", "H", "H", "H", "H", "H", "H", "H"], "xyz": [[-0.39, 2.16, 0.96], [-0.25, 1.17, 0.29], [-1.33, 0.14, 0.00], [-0.52, -1.14, -0.17], [0.86, -0.66, 0.32], [1.04, 0.78, -0.28], [-2.01, 0.10, 0.83], [-1.89, 0.49, -0.87], [-0.94, -1.97, 0.40], [-0.43, -1.47, -1.21], [1.69, -0.82, -0.33], [1.23, -0.92, 1.32], [1.85, 1.39, 0.12], [1.09, 0.75, -1.39]]}



No. 16
{"formula": "C5H8O", "method": "the ωB97M-V functional and the def2-TZVPD basis", "homo_ev": [-6.59, -6.76], "multiplicity": 1, "species": ["C", "C", "C", "C", "O", "C", "H", "H", "H", "H", "H", "H", "H", "H"], "xyz": [[1.46, -0.26, 0.66], [0.88, 0.32, -0.54], [-0.63, 0.10, -0.86], [-1.24, -0.81, 0.21], [-1.13, 0.29, 1.16], [-1.04, 1.13, 0.07], [1.36, -1.32, 0.86], [2.08, 0.32, 1.34], [1.79, -0.45, -0.74], [1.26, 1.29, -0.87], [-0.90, 0.03, -1.91], [-0.70, -1.70, 0.55], [-2.29, -1.03, 0.01], [-0.82, 2.18, 0.21]]}



no.,energy (Ha)
1,-324.92411
2,-324.84228
3,-324.87591
4,-400.30089
5,-400.11090
6,-843.62522
7,-270.44454
8,-270.34714
9,-270.35964
10,-270.38535
11,-270.52899
12,-270.35550
13,-270.48854
14,-270.35109
15,-270.50134
16,-270.31532